[1]
The following is a quantum chemistry calculation of a 16-piece molecular cluster, C72H185N9O28 overall in a non-equilibrium geometry, from OMol25.

The HOMO energy is -8.1 eV. The LUMO energy comes out at 0.25 eV. The calculation puts the total energy at -148389.11977 eV. The largest force on an atom is 0.086 Eh/bohr.

The geometry in ORCA input format:
```
! RIJCOSX wB97M-V def2-TZVPD def2/J DEFGRID3
* xyz 0 1
H -3.50 1.53 4.68
C -4.32 -2.75 4.06
H 1.98 -2.48 -4.52
H -6.05 4.35 6.85
C 1.14 5.66 -0.51
H -5.13 1.06 -4.78
C 4.28 -3.98 0.08
H -5.11 -0.85 4.13
H -1.50 2.26 6.70
O 1.15 1.07 -6.25
H 6.02 -1.20 2.87
H 0.08 -2.84 -2.19
H -8.08 -0.65 2.36
H 6.49 -7.24 -1.58
H 2.17 4.42 4.86
H 0.61 -5.31 -1.43
H 2.06 1.36 4.35
H -1.48 5.48 -6.23
H 7.06 -1.75 0.77
O -7.77 5.67 -7.39
H 0.29 4.73 -2.21
H -1.04 4.19 5.13
H -6.77 0.04 -2.30
C -3.48 -6.03 -5.02
C -0.02 -3.45 -8.99
C -4.68 2.35 6.12
H 1.57 -4.86 -10.46
H 5.34 -3.94 -1.79
H 4.81 2.54 -3.12
O -2.31 -5.52 -4.38
H -4.46 7.29 2.55
H 3.41 -1.61 -5.01
C -6.64 4.27 -5.83
H 0.38 -7.61 -1.88
C -3.49 7.05 2.10
O 1.34 -0.77 0.12
H -1.68 -0.64 -6.44
H -0.69 -1.16 -0.85
H 7.83 5.69 1.57
H 6.34 -3.82 -0.31
C -1.82 -0.81 2.20
H 1.73 -1.35 -0.56
H 3.90 2.57 4.65
H -5.38 5.17 -7.15
C 7.68 -1.80 1.67
H 2.65 -1.34 3.16
H -1.62 8.71 3.15
C 1.32 -8.18 9.32
H 3.87 -6.68 6.48
H -2.00 5.38 -1.46
H 0.98 -6.42 7.50
H -6.67 5.11 -5.06
H -4.75 2.07 1.00
H -7.85 3.60 -7.51
H 1.07 4.81 0.19
C 0.84 -5.55 -0.38
H 3.49 5.13 0.61
H 0.49 0.32 -2.11
C 3.16 -5.18 4.40
H 1.87 -7.48 9.98
H -2.54 -3.16 3.03
O -1.88 3.61 -5.47
O 2.43 5.61 -1.09
H -1.62 -2.43 -8.40
C -2.31 6.73 3.04
H 6.83 -3.89 2.33
C 2.02 -6.75 7.62
O 7.15 4.06 2.70
H -1.21 0.05 2.50
C -4.24 4.36 -5.67
O 2.55 -2.17 -1.80
H -7.90 1.74 3.45
H -7.79 -0.77 4.03
C -0.54 -5.81 3.74
N 5.07 2.50 1.50
C -5.82 0.37 -1.89
O -5.48 1.45 -3.98
C 0.14 0.22 -5.80
H 7.61 -6.24 -0.60
O 2.88 3.54 3.09
C 5.45 -4.30 -0.74
H -0.12 -4.52 -3.55
C 4.06 2.86 -2.34
H 4.27 6.09 -0.75
H -3.85 0.83 1.81
H -2.28 -4.07 0.46
C -7.25 -0.70 3.08
O 1.45 -6.83 -0.34
H -5.44 1.56 5.74
H -3.21 1.34 -1.40
H 8.26 -0.86 1.68
H -4.25 2.58 -2.14
C 0.57 -7.78 -0.82
H 4.78 3.95 3.84
H -2.16 -4.61 4.59
H -1.13 -1.65 1.97
H 0.80 2.01 -1.65
H 4.99 6.53 4.25
H 3.97 1.20 2.74
C 2.97 -2.18 -4.22
H 3.06 2.69 -2.64
C 3.41 5.92 -0.17
H 1.56 5.01 3.31
H -0.84 7.65 4.34
C 4.69 2.00 2.83
H 6.68 1.23 0.99
H -4.73 2.69 7.19
H -7.25 1.94 1.76
C -1.63 -3.63 -0.29
O -2.30 -2.55 -0.85
O 6.18 -3.25 2.70
C -1.41 3.68 -0.46
C -0.65 -2.17 -2.68
H -0.65 -3.80 -9.82
H -0.75 -3.22 0.24
H -0.04 -5.63 0.27
H 3.41 -5.64 -0.77
H 4.75 -0.70 -1.61
C 1.26 1.02 4.98
O 0.50 2.12 5.28
O 5.54 -5.71 -0.83
H -2.12 -0.89 -1.98
C -3.02 3.71 -6.33
H -6.17 1.23 -1.29
C -1.52 3.23 4.87
H 3.19 6.89 0.38
O 1.97 -3.26 3.77
H 4.10 -5.69 4.48
H 0.59 -0.62 -5.30
O -0.39 -4.42 5.74
H 0.75 -4.34 3.20
C -7.02 1.69 2.79
H 2.04 -4.86 1.27
H 7.35 -1.92 3.85
H -4.69 -3.78 3.98
O 1.34 -3.27 -9.22
N 2.57 -5.30 5.74
H -3.34 3.91 0.25
C -7.81 4.40 -6.80
H -0.36 -7.76 -0.26
N -1.48 -2.88 -3.66
H 2.44 -7.42 5.65
H -4.08 -6.55 -4.23
H -3.16 2.67 -6.67
O 0.02 -4.84 2.86
N 3.15 -4.66 -0.60
H -2.78 1.90 -3.02
C 1.88 -4.59 0.22
H -4.10 -5.17 -5.41
C -1.48 -4.78 -5.27
H -0.19 6.38 -2.13
H 4.18 2.82 1.04
H -2.24 -3.38 -3.14
H 0.14 -6.62 3.99
H 1.01 -8.79 -0.77
H -0.02 4.49 -6.00
O -2.62 2.12 0.85
C 1.96 -4.52 -9.50
H -2.30 -0.49 1.28
C -0.61 -2.11 -8.64
H -9.86 5.96 -7.57
H -0.85 1.35 3.92
H 3.67 -3.14 4.76
H -3.28 0.84 6.29
H 2.64 -0.49 -2.90
H 6.19 2.91 -0.93
H 1.58 -5.04 5.68
H 1.76 0.67 5.86
C -1.28 -5.18 4.89
H -1.29 -4.41 -1.00
H 2.58 -5.72 3.59
H 6.40 7.33 2.37
H 3.93 -3.53 3.08
H 6.24 1.27 -1.46
H 2.18 0.78 1.81
H -9.12 5.41 -8.99
H 0.14 -3.31 -4.92
C 2.82 -6.65 6.30
C -3.38 1.73 5.69
H 1.42 -9.17 9.72
H -2.68 4.27 -7.21
C 0.57 1.02 -1.27
H 2.83 -3.13 -1.72
O 4.38 2.11 -1.19
H 3.29 5.36 3.85
H -1.68 -5.94 5.62
C 5.65 1.50 0.60
H -8.73 4.49 -6.17
C 1.88 -2.08 2.94
H -2.05 3.99 1.59
H -3.73 6.13 1.54
H 2.55 0.63 -0.71
H -7.01 -2.87 3.14
C 7.38 5.44 2.52
H -2.52 8.20 4.59
H -2.29 3.39 4.09
C 2.43 4.70 3.84
N -2.19 2.56 6.02
H 5.39 5.94 2.04
H -5.99 -1.97 1.91
H 4.89 -0.30 -3.26
H -6.44 4.88 5.24
H 7.15 -5.73 -2.26
H 4.24 3.90 -2.15
O -2.80 -1.12 3.19
C 5.76 1.94 -0.83
O 8.50 -2.95 1.68
C -6.41 -1.95 2.96
H 1.80 -5.25 -8.71
C 6.23 6.29 2.71
C -0.44 2.35 4.26
H -1.39 -6.28 3.14
H -7.05 3.37 5.81
H -4.25 -0.11 -3.29
H 8.98 -3.10 0.83
H -3.27 -6.73 -5.86
C -4.79 0.84 -2.93
C -3.82 1.88 1.55
H 5.33 -2.00 -2.77
C -8.92 6.04 -8.10
H 3.59 -3.11 -4.14
H 2.13 -2.33 1.88
O -1.20 6.37 2.19
H -0.11 -1.36 -3.19
C -2.41 3.49 0.64
H -6.67 3.31 -5.28
N -1.27 5.13 -0.83
C 1.58 0.58 -0.24
H 0.06 2.88 3.45
C -1.43 -1.59 -1.55
H 8.11 5.78 3.30
H 2.50 -6.09 8.33
C 1.96 1.60 -5.26
C 4.66 -1.13 -2.60
H 0.71 0.26 4.47
H -0.46 3.40 0.05
H -3.20 7.91 1.50
H 0.51 1.21 1.47
H -5.39 -0.36 -1.20
N -5.49 -1.84 4.11
C -6.16 4.04 5.78
H -1.94 -4.12 -6.07
C -3.64 1.72 -2.38
H -4.42 3.66 -4.80
H -1.51 6.39 1.25
H -3.89 2.45 2.50
H -0.83 0.38 -7.71
C 3.15 -1.46 -2.86
C -0.70 -0.40 -6.91
C 3.30 -3.76 3.95
C 6.74 -6.18 -1.32
H -0.16 -4.11 -8.16
H 3.03 -4.22 -9.56
H 0.26 -7.84 9.26
H -0.55 -1.49 -9.53
H -0.83 -5.50 -5.82
O 1.99 -8.13 8.04
C -1.00 4.76 -5.57
H 1.79 2.37 1.04
H -0.61 0.73 -5.16
H -3.69 -2.50 1.88
H 2.41 0.81 -4.67
H 4.44 -4.37 1.08
H 0.84 -1.14 -7.75
C 1.53 1.32 1.13
C 6.80 -1.99 2.87
H -0.94 5.20 -4.56
H -0.38 1.08 -0.80
H 0.96 6.61 0.03
H 1.57 -3.52 0.20
H -0.24 -3.54 5.36
O -6.40 0.37 2.87
H 1.47 2.28 -4.59
H 5.03 0.62 0.64
H -2.56 5.84 3.62
H 2.81 2.14 -5.74
H 6.50 3.68 2.01
C -0.62 -3.87 -4.31
N 0.00 -1.54 -7.44
C -3.36 -2.44 2.93
H -8.83 7.07 -8.37
O 5.92 6.28 4.11
C -1.84 7.90 3.85
H 0.90 -1.66 3.07
O -5.00 3.49 5.29
H 5.62 1.65 3.34
H -4.04 5.36 -5.29
N -5.34 4.32 -6.61
H -1.59 2.99 -1.25
C -0.02 5.48 -1.50
H -3.69 -2.59 4.94
H -6.30 2.46 3.06
C 4.14 3.08 3.71
H 4.10 -2.88 0.17
*
```


[2]
The following is a quantum chemistry calculation of a 2-piece molecular cluster, C4H10O2S overall in a non-equilibrium geometry, from OMol25.

The HOMO energy is -9.1 eV. Its SMILES is O=CCCCS.O. The LUMO energy comes out at 0.52 eV. The calculation puts the total energy at -19239.48442 eV. The largest force on an atom is 0.039 Eh/bohr. For the energy above the lowest of the compared OMol25 structures with the same formula, charge and spin, the calculation gives 34.7 kcal per mole.

The geometry in ORCA input format:
```
! RIJCOSX wB97M-V def2-TZVPD def2/J DEFGRID3
* xyz 0 1
H -0.15 0.38 1.65
S 2.41 -0.21 2.37
H 0.95 2.18 -3.77
C -0.04 -0.60 1.17
C -2.30 -0.08 0.23
H -2.93 0.13 -0.74
H -1.08 -1.50 -0.66
C -0.91 -0.58 -0.08
H 0.64 3.49 -4.03
O -2.79 0.03 1.31
H 2.19 -1.33 3.10
C 1.42 -0.95 0.97
O 0.26 2.80 -3.47
H 1.85 -0.52 0.05
H -0.48 -1.34 1.85
H -0.60 0.11 -0.88
H 1.57 -2.02 0.93
*
```